24
Properties=species:S:1:pos:R:3 method="wB97M-V/def2-TZVPD" e_homo_ev="-2.96 / -8.87" orbital_gap_ha="0.135 / 0.342" total_energy_ha=-765.28771 lumo_energy_ev="0.72 / 0.43" spin_multiplicity=2
C -1.74419 0.75048 0.56180
C -1.46372 0.76904 -0.95261
C -0.01887 0.62268 -1.38900
S 1.00722 1.92840 -0.60692
C 2.20365 2.25088 -1.90240
N -0.85426 -0.15262 1.33417
H -1.69059 1.74354 1.00313
H -2.75005 0.41982 0.77324
H -1.85071 1.71094 -1.32442
H -2.06772 -0.00923 -1.40038
H 0.01622 0.79398 -2.46273
H 0.46706 -0.32682 -1.17234
H 2.34216 1.39806 -2.55911
H 3.14858 2.50268 -1.44208
H 1.90968 3.09730 -2.53670
H -1.33242 -0.89267 1.90570
H -0.20605 -0.71963 0.77348
H -0.25155 0.35522 2.00985
H 1.86124 -3.07087 1.99238
H 2.56644 -1.68242 2.38997
O 1.73783 -2.14338 2.22133
H -0.23373 -3.09402 0.72802
H -1.61671 -3.35832 1.39187
O -1.17954 -2.89306 0.66374


24
Properties=species:S:1:pos:R:3 method="wB97M-V/def2-TZVPD" e_homo_ev=-15.10 orbital_gap_ha=0.448 total_energy_ha=-442.25389 total_charge=+1 lumo_energy_ev=-2.91
C -0.26680 -0.99582 1.22291
N 0.02745 -0.17240 -0.02469
C 1.49542 0.21410 0.05581
C 2.14407 -0.89652 0.90613
C 1.05798 -1.31022 1.88255
H -1.05787 -0.51648 1.76425
H -0.77511 -1.90691 0.88854
H -0.47172 0.71950 -0.06123
H -0.08953 -0.88081 -0.73767
H 1.63976 1.17966 0.51721
H 1.82211 0.12022 -0.97809
H 2.43280 -1.65876 0.19384
H 3.07396 -0.55979 1.34327
H 1.07743 -0.67240 2.76098
H 1.16850 -2.35143 2.15724
H -1.68797 -1.64902 -2.76838
H -1.64138 -0.22013 -2.11009
O -1.10292 -0.97817 -2.40893
H -2.42598 1.76446 -1.36453
H -3.37368 0.72136 -0.62871
O -2.47688 0.89730 -0.94743
H -0.50601 3.70114 -0.27524
H 0.23976 2.69861 -1.09478
O -0.30340 2.75250 -0.29298


24
Properties=species:S:1:pos:R:3 method="wB97M-V/def2-TZVPD" e_homo_ev=-13.99 orbital_gap_ha=0.397 total_energy_ha=-442.16617 total_charge=+1 lumo_energy_ev=-3.18
C 1.65151 -0.56998 -0.54355
O 1.58351 -0.53339 -1.97957
C 0.29451 0.22764 -0.30553
C -0.57405 -0.20090 0.85996
C -1.89486 0.39168 0.66598
N 0.62237 1.74027 -0.22196
H 1.72245 -1.56634 -0.04294
H 2.61675 -0.05379 -0.34698
H 1.73739 -1.35874 -2.37948
H -0.27499 0.14420 -1.24779
H -0.58952 -1.35074 0.94678
H -0.12754 0.10849 1.86243
H -2.31900 -0.33365 -0.06910
H -2.67372 0.40577 1.48912
H -1.89815 1.40221 0.29777
H 1.60436 1.88595 0.24891
H -0.14762 2.34355 0.21668
H 0.54838 2.24449 -1.15831
H 1.90246 -0.04377 2.94096
H 1.69784 1.46229 3.10644
O 1.77871 0.74453 2.44006
H -2.00019 -3.01886 -2.05423
H -3.16558 -2.06748 -2.39451
O -2.09502 -2.00345 -2.33117


23
Properties=species:S:1:pos:R:3 method="wB97M-V/def2-TZVPD" e_homo_ev=-10.76 orbital_gap_ha=0.413 total_energy_ha=-387.66670 lumo_energy_ev=0.49
C 2.30135 0.05010 -0.24646
C 1.16740 1.03400 0.18128
C 1.54106 2.29853 0.92569
C 0.48531 1.48901 -1.17059
H 1.84296 -0.55004 -1.00567
H 3.17462 0.41587 -0.71981
H 2.62077 -0.66056 0.53469
H 0.52981 0.30650 0.67085
H 0.61608 2.46113 1.48764
H 1.86045 3.14189 0.33306
H 2.27092 2.07496 1.73017
H -0.05025 2.37397 -0.83070
H 1.25487 1.79245 -1.93130
H -0.14306 0.65124 -1.51732
O 2.34052 0.30839 5.82720
H 3.02851 0.94531 6.14323
H 1.73593 -0.06072 6.56867
O -6.75612 -1.45412 -1.67502
H -6.82612 -0.92194 -2.46722
H -5.92548 -1.24794 -1.25890
O -0.27731 -3.12532 -3.90698
H -0.52532 -2.21322 -3.74138
H -1.05560 -3.70542 -3.91546


24
Properties=species:S:1:pos:R:3 method="wB97M-V/def2-TZVPD" e_homo_ev="0.93 / -5.29" orbital_gap_ha="0.054 / 0.280" total_energy_ha=-785.80428 total_charge=-1 lumo_energy_ev="2.41 / 2.33" spin_multiplicity=2
C -0.27726 -2.68687 0.12534
C -0.12361 -1.55567 1.16637
C 0.36572 -0.22377 0.53217
S -0.87873 0.28676 -0.68435
C 0.12729 1.58377 -1.60925
H 0.78298 -2.76475 -0.28719
H -0.61832 -3.51430 0.74032
H -1.00704 -2.53977 -0.57201
H 0.50610 -1.60500 2.05302
H -1.04337 -1.19901 1.65456
H 1.31694 -0.27107 -0.03800
H 0.54591 0.57034 1.31387
H 1.16189 1.46602 -1.53520
H -0.09050 1.78536 -2.57891
H 0.10223 2.53559 -1.12844
H -0.52829 2.46699 2.34899
H 0.05989 3.85606 2.33779
O 0.18566 2.98668 2.55091
H 2.90458 -2.70211 -5.20692
H 2.93061 -1.44963 -4.43627
O 2.30749 -2.18545 -4.61142
H -3.06486 2.04398 1.93227
H -2.98557 1.16514 3.13507
O -2.67975 1.95072 2.79728


24
Properties=species:S:1:pos:R:3 method="wB97M-V/def2-TZVPD" e_homo_ev=-10.12 orbital_gap_ha=0.387 total_energy_ha=-462.91340 lumo_energy_ev=0.41
C 1.02534 0.51633 -2.95817
C -0.19320 1.06218 -2.13225
C -1.33356 0.08791 -1.83736
C -1.48036 -0.24509 -0.35445
O -0.65518 -1.42364 -0.04588
H 1.34135 -0.48191 -2.67660
H 1.72454 1.35981 -3.00520
H 0.58708 0.27388 -3.95389
H 0.30773 1.41191 -1.21059
H -0.76009 1.90243 -2.55241
H -2.23126 0.57545 -2.26260
H -1.29457 -0.85124 -2.39462
H -2.47761 -0.61807 -0.24487
H -1.25411 0.48961 0.40572
H 0.20150 -1.06970 0.19824
O 0.43443 -2.31048 2.34007
H -0.27456 -1.66194 2.33493
H 0.22564 -3.14103 1.93356
O 1.93436 1.48564 1.12768
H 1.69348 1.03734 0.29463
H 2.87516 1.43739 1.26778
O -0.29989 0.84200 2.82800
H 0.44665 0.67882 2.23864
H -0.07879 1.60632 3.35702


24
Properties=species:S:1:pos:R:3 method="wB97M-V/def2-TZVPD" e_homo_ev=-9.20 orbital_gap_ha=0.345 total_energy_ha=-462.89374 lumo_energy_ev=0.19
C 2.42441 -0.60758 -3.30959
C 2.49836 0.36824 -2.16433
C 1.59653 1.35866 -2.06781
C 1.50361 2.50219 -1.10054
H 1.39206 -0.96906 -3.39547
H 2.68853 -0.28506 -4.38800
H 3.08721 -1.44840 -3.07916
H 3.24527 0.26550 -1.40059
H 0.90031 1.50769 -2.91341
H 2.10715 2.12064 -0.24213
H 0.49760 2.73714 -0.73560
H 2.18587 3.27560 -1.49034
O -0.77990 -4.55208 1.75515
H -1.11345 -5.32796 2.20341
H -1.05983 -3.73028 2.16473
O -3.06898 -0.46144 0.40371
H -2.22315 -0.51031 0.86788
H -3.13688 -1.04621 -0.34986
O -0.86069 -1.07028 2.45596
H -0.54690 -1.85744 2.91685
H -0.05981 -0.71649 2.04557
O -3.71121 2.83008 4.39268
H -3.09546 2.92627 3.64832
H -4.47067 2.69055 3.78258


24
Properties=species:S:1:pos:R:3 method="wB97M-V/def2-TZVPD" e_homo_ev=-9.07 orbital_gap_ha=0.353 total_energy_ha=-462.93032 lumo_energy_ev=0.55
C -0.93164 -1.48251 -2.02609
C -0.05571 -2.10396 -0.96593
C -0.23509 -1.86931 0.32947
C 0.66788 -2.32324 1.43066
H -0.42221 -1.63445 -2.97455
H -1.90381 -1.97611 -2.15596
H -1.19688 -0.46162 -1.78759
H 0.73491 -2.78027 -1.27623
H -0.99460 -1.15873 0.64488
H 1.63203 -2.75291 1.14632
H 0.16325 -3.09058 2.02029
H 0.88058 -1.50334 2.11400
O 2.18006 1.72874 -1.16075
H 1.49165 1.59657 -1.83488
H 2.64640 0.88624 -1.12436
O -1.53215 -0.16032 2.92780
H -2.35394 0.20857 3.28646
H -0.98162 0.61524 2.76250
O -0.46013 1.88396 -1.66452
H -0.87540 2.52346 -1.06734
H -0.59461 1.05995 -1.17220
O 0.25812 2.71566 0.87668
H 1.06730 2.36201 0.46352
H 0.41755 3.65874 0.97733


25
Properties=species:S:1:pos:R:3 method="wB97M-V/def2-TZVPD" e_homo_ev=-13.69 orbital_gap_ha=0.410 total_energy_ha=-422.34350 total_charge=+1 lumo_energy_ev=-2.53
C 1.35550 0.35978 0.54692
C 1.58617 1.11922 -0.71311
C 1.12700 0.39520 -2.00858
C -0.59432 -1.13591 -2.65334
N -0.27713 -0.01407 -1.75848
N -0.09342 -0.01842 0.77747
H 1.91820 -0.59686 0.62769
H 1.75507 0.96099 1.41110
H 2.64723 1.29357 -0.90159
H 1.16161 2.14190 -0.80453
H 1.25996 0.98657 -2.95608
H 1.67884 -0.58239 -2.21400
H -0.46376 -0.89949 -3.77076
H -0.12346 -2.06674 -2.38672
H -1.67946 -1.23752 -2.48329
H -0.80970 0.76328 -2.11342
H -0.52634 -0.10571 -0.58848
H -0.57168 0.62244 1.38468
H -0.21637 -0.97929 1.14562
H -1.63910 2.24947 3.14024
H -2.48768 2.48561 1.81775
O -1.71678 1.95085 2.24769
H -0.45060 -2.73650 3.49407
H -0.56510 -3.15902 2.08440
O -0.67570 -2.36866 2.62095


Let's list strongest force on any atom in order: 0.024; 0.059; 0.109; 0.072; 0.095; 0.062; 0.060; 0.022; 0.063 hartree/bohr.
Let's list energy relative to the best compared isomer or geometry (same formula, charge and spin) in order: 0.00; 6.72; 61.77; 35.19; 29.00; 30.47; 42.81; 19.86; 30.87 kcal per mole.